# 1
The following is a DFT calculation (the ωB97M-V functional and the def2-TZVPD basis) of one molecule with the formula C5H7NO2 in a non-equilibrium geometry.

As for the structure (SMILES): CC(=O)C(=O)N1CC1. For the largest force on an atom, the calculation gives 6.667 eV/A.

XYZ file:
```
15
Properties=species:S:1:pos:R:3:forces:R:3:nbo_charge:R:1
C 2.558360 0.641020 0.017169 2.232 2.042 -0.653 -0.770
C 1.326376 -0.460295 -0.194575 5.965 -0.181 2.972 0.495
C 0.042584 0.256098 -0.122574 -4.435 3.613 -0.954 0.579
C -2.194224 -0.049768 0.871795 0.916 3.632 -2.928 -0.239
C -2.548614 -0.149606 -0.617598 1.287 -0.280 0.716 -0.231
H 2.805611 1.137339 1.016523 -2.022 -0.651 -0.557 0.251
H 2.852916 1.688278 -0.664506 -1.438 -3.495 1.269 0.239
H 3.468146 0.022445 0.108627 -0.306 -0.136 -1.168 0.224
H -2.172857 -0.824778 1.515000 -1.556 -1.946 2.761 0.224
H -1.975154 1.059646 1.153772 -0.849 -2.199 0.048 0.216
H -2.454491 0.843375 -0.972564 -0.353 0.948 -0.670 0.198
H -3.185288 -0.800680 -1.330981 1.385 0.449 1.973 0.238
N -1.178981 -0.530684 -0.056182 1.334 -0.450 -1.320 -0.496
O 1.703967 -1.620876 0.037197 -2.636 2.921 -1.410 -0.436
O 0.021920 1.516434 -0.056934 0.478 -4.267 -0.079 -0.494
```
Positions in Å, forces in eV/Å.

---

# 2
The following is a DFT calculation (the ωB97M-V functional and the def2-TZVPD basis) of an isolated ion of composition C8H17IP and charge +1 in a non-equilibrium geometry.

For the largest force on an atom, the calculation gives 6.366 eV/A. As for the net charge: +1.

XYZ file:
```
27
Properties=species:S:1:pos:R:3:forces:R:3:nbo_charge:R:1
C 1.918396 -2.131781 0.117076 2.667 2.356 0.615 -0.383
C 1.594098 -1.403119 -1.236328 -0.841 -4.068 1.230 -0.416
C 1.872717 -0.931245 1.116522 0.350 -3.671 2.659 -0.379
C 0.098922 -1.148226 -1.039209 -1.532 3.283 -2.091 -0.423
C 0.547709 -0.257424 1.339088 -0.318 -2.963 -3.802 -0.424
C 0.079826 0.072817 -0.121114 -1.049 2.229 1.977 -0.433
C -1.879946 1.929275 -1.679281 5.858 -0.318 2.472 -0.887
C -1.807584 2.056384 1.347639 1.804 4.776 -3.642 -0.984
P -1.617157 1.025557 -0.104219 2.000 -0.728 -0.464 1.247
I -3.331580 -0.543406 0.061924 -0.523 -0.517 0.079 0.079
H 1.190551 -2.775759 0.437770 -2.000 -1.951 0.293 0.193
H 2.902248 -2.704581 0.280185 -1.209 1.169 -0.858 0.235
H 2.294568 -0.614824 -1.205465 0.139 1.331 -0.888 0.217
H 1.754367 -2.101884 -2.034900 0.252 0.017 -0.731 0.234
H 2.287184 -1.285604 2.120696 -0.561 0.567 -1.126 0.224
H 2.509775 -0.223394 0.772920 2.377 2.216 -0.956 0.184
H -0.605996 -0.838453 -1.938598 1.970 -0.692 0.906 0.207
H -0.486280 -1.959632 -0.628300 0.394 -0.378 0.396 0.234
H -0.064964 -0.999242 1.785840 -1.118 -0.176 0.822 0.215
H 0.774276 0.571295 1.860831 0.010 2.914 2.200 0.214
H 0.808461 0.918862 -0.366522 -1.005 -1.082 -0.587 0.246
H -2.569404 2.610103 -1.434014 -2.675 2.871 0.187 0.247
H -2.125997 1.225010 -2.353625 -1.145 -2.106 -2.580 0.255
H -0.822932 2.351446 -1.932200 -2.029 -0.341 0.314 0.267
H -2.760265 2.519085 1.312832 -1.251 -0.189 0.644 0.279
H -1.117941 3.047555 1.375797 -1.084 -2.203 -0.782 0.285
H -1.443060 1.591184 2.144644 0.521 -2.347 3.711 0.265
```
Positions in Å, forces in eV/Å.

---

# 3
The following is a DFT calculation (the ωB97M-V functional and the def2-TZVPD basis) of one molecule with the formula C6H12N2O in a non-equilibrium geometry.

As for the structure (SMILES): C[C@@H](N)[C@@H]1[C@H](C)N1C=O. For the largest force on an atom, the calculation gives 7.805 eV/A.

XYZ file:
```
21
Properties=species:S:1:pos:R:3:forces:R:3:nbo_charge:R:1
C -1.104635 -2.042253 0.085041 -0.148 0.085 3.519 -0.610
C -0.988627 -0.473323 -0.125253 -4.853 -2.589 -5.538 -0.088
C -0.027802 0.066132 0.716488 0.951 2.986 5.806 -0.068
C 0.828300 1.333230 0.719315 1.146 -0.034 0.230 -0.012
C 0.814778 2.220868 -0.474077 0.936 3.584 1.113 -0.650
C 2.330920 -0.725411 -0.137471 0.764 -3.662 0.164 0.507
H -0.162193 -2.420212 -0.270431 0.126 -0.604 -0.553 0.244
H -0.987612 -2.349591 1.305707 -0.930 0.935 -3.244 0.205
H -2.029330 -2.509353 -0.396205 1.453 0.653 0.662 0.216
H -0.663603 -0.541081 -1.265613 -0.267 0.973 2.100 0.193
H -3.174088 -0.819429 -0.136127 2.836 4.546 -0.025 0.368
H -2.669945 0.939747 -0.819140 0.931 -2.626 1.890 0.381
H -0.222183 0.295439 1.834246 -0.997 -2.608 -1.313 0.215
H 1.020899 1.574965 1.882265 -0.255 0.728 -3.137 0.213
H 1.807314 2.551881 -0.902253 -0.489 0.373 1.502 0.221
H 0.106951 3.114732 -0.317357 1.268 -1.192 -0.323 0.224
H 0.568889 1.759619 -1.356988 -1.704 -1.896 -1.728 0.226
H 3.233377 -0.138353 -0.626078 -1.979 -0.649 1.181 0.150
N -2.423347 0.179697 -0.046430 -1.342 -2.880 -1.094 -0.873
N 1.333479 0.017501 0.512990 3.588 -2.147 -1.357 -0.439
O 2.408450 -2.034814 -0.182621 -1.034 6.026 0.145 -0.623
```
Positions in Å, forces in eV/Å.

---

Record-wise gap between HOMO and LUMO values, in eV: 8.689; 10.135; 9.828